{
  "formula": "C20H40Cl33N4O",
  "method": "ωB97M-V with the def2-TZVPD basis set",
  "symbols": ["N", "C", "N", "C", "N", "Cl", "N", "C", "C", "O", "H", "H", "H", "H", "H", "H", "H", "H", "C", "Cl", "Cl", "H", "H", "C", "Cl", "Cl", "H", "H", "C", "Cl", "Cl", "H", "H", "C", "Cl", "Cl", "H", "H", "C", "Cl", "Cl", "H", "H", "C", "Cl", "Cl", "H", "H", "C", "Cl", "Cl", "H", "H", "C", "Cl", "Cl", "H", "H", "C", "Cl", "Cl", "H", "H", "C", "Cl", "Cl", "H", "H", "C", "Cl", "Cl", "H", "H", "C", "Cl", "Cl", "H", "H", "C", "Cl", "Cl", "H", "H", "C", "Cl", "Cl", "H", "H", "C", "Cl", "Cl", "H", "H", "C", "Cl", "Cl", "H", "H"],
  "xyz": [[-1.921, -5.384, -1.007], [-2.853, -4.490, -1.406], [-4.050, -4.880, -1.893], [-4.650, -3.780, -2.190], [-3.907, -2.724, -1.933], [-4.385, -1.149, -2.192], [-2.734, -3.187, -1.434], [-1.594, -2.341, -1.042], [-0.327, -2.806, -1.753], [0.004, -1.780, -2.688], [-1.496, -5.387, -0.096], [-1.678, -6.139, -1.625], [-5.626, -3.708, -2.629], [-1.510, -2.268, 0.036], [-1.804, -1.335, -1.417], [0.493, -2.931, -1.044], [-0.445, -3.729, -2.309], [0.458, -2.195, -3.431], [-7.505, -3.331, 0.886], [-8.138, -1.834, 1.561], [-5.910, -3.080, 0.131], [-7.401, -4.060, 1.684], [-8.190, -3.692, 0.127], [3.235, -2.693, -1.375], [3.011, -4.447, -1.497], [3.132, -2.155, 0.302], [4.208, -2.431, -1.768], [2.457, -2.198, -1.950], [3.759, 1.487, -1.147], [4.488, 0.218, -2.148], [2.003, 1.404, -1.368], [4.002, 1.309, -0.106], [4.134, 2.457, -1.455], [2.133, 4.692, 1.659], [3.764, 4.019, 1.679], [1.607, 5.122, 0.027], [1.451, 3.953, 2.053], [2.122, 5.591, 2.273], [2.749, 8.745, 1.744], [1.705, 7.753, 2.781], [4.456, 8.346, 1.974], [2.482, 8.564, 0.709], [2.596, 9.789, 1.994], [-7.150, -5.133, 5.065], [-7.467, -5.662, 3.403], [-7.932, -3.590, 5.410], [-7.532, -5.883, 5.746], [-6.081, -5.018, 5.195], [7.776, 4.623, 1.812], [6.484, 5.783, 2.103], [7.295, 3.467, 0.558], [8.668, 5.143, 1.483], [7.975, 4.090, 2.735], [2.634, -8.296, -0.164], [2.440, -7.407, -1.680], [1.131, -8.329, 0.769], [2.926, -9.314, -0.392], [3.401, -7.809, 0.428], [-5.685, -1.920, -5.762], [-5.931, -1.018, -7.252], [-7.203, -2.147, -4.873], [-5.278, -2.895, -6.006], [-4.992, -1.371, -5.134], [-10.633, -1.209, 5.852], [-9.425, -0.132, 6.569], [-12.255, -0.873, 6.463], [-10.629, -1.068, 4.778], [-10.375, -2.232, 6.097], [2.528, -0.189, -4.933], [3.486, -1.304, -5.912], [0.791, -0.429, -5.172], [2.756, -0.357, -3.889], [2.779, 0.828, -5.209], [8.248, -0.276, -2.933], [7.578, 0.882, -1.779], [8.909, 0.527, -4.359], [9.041, -0.832, -2.446], [7.458, -0.950, -3.248], [5.549, -2.996, 3.536], [4.291, -1.764, 3.709], [5.168, -4.147, 2.250], [6.485, -2.506, 3.298], [5.637, -3.536, 4.471], [-1.953, 2.188, -0.478], [-0.871, 0.780, -0.582], [-1.893, 2.961, 1.104], [-1.657, 2.907, -1.236], [-2.969, 1.854, -0.654], [-0.818, 6.237, -2.869], [-0.894, 4.469, -2.978], [-0.770, 6.781, -1.190], [0.079, 6.576, -3.372], [-1.696, 6.653, -3.348], [3.191, 10.014, 5.157], [3.144, 11.780, 5.070], [4.012, 9.452, 6.616], [2.174, 9.639, 5.163], [3.725, 9.639, 4.293]],
  "atomic_forces_ev_per_a": [[0.54, 0.33, 0.16], [-0.54, -2.26, 0.00], [0.83, -0.91, 0.06], [-1.23, -0.19, -1.16], [-0.23, 0.70, -0.38], [0.45, 0.28, 0.22], [0.97, 1.55, 0.80], [-0.13, 0.11, -0.64], [0.59, 0.61, -0.35], [-0.07, -0.35, 0.22], [0.12, 0.29, -0.05], [-0.33, -0.23, 0.10], [-0.21, 0.22, -0.09], [-0.12, -0.27, 0.17], [-0.03, -0.28, 0.12], [-0.09, -0.10, 0.17], [-0.23, -0.31, 0.29], [0.00, 0.27, -0.10], [-0.28, 0.00, 0.21], [0.01, -0.04, -0.01], [-0.39, 0.01, 0.57], [0.13, 0.25, -0.18], [0.08, 0.08, -0.10], [-0.02, 0.00, -0.03], [-0.01, 0.30, -0.04], [-0.12, 0.18, -0.08], [0.06, -0.11, 0.07], [-0.01, 0.02, 0.05], [-0.19, -0.09, -0.07], [0.14, 0.07, 0.00], [0.31, 0.29, 0.16], [-0.06, -0.13, 0.00], [-0.06, -0.03, -0.14], [-0.02, -0.04, 0.19], [-0.06, -0.18, -0.06], [0.18, -0.09, 0.20], [-0.09, -0.14, -0.05], [0.11, -0.42, -0.31], [0.07, 0.06, -0.11], [-0.16, 0.52, 0.10], [-0.12, 0.09, -0.06], [0.01, -0.13, 0.03], [0.00, -0.03, 0.10], [0.01, 0.06, 0.14], [0.04, -0.31, 0.17], [0.08, 0.02, 0.04], [-0.10, -0.01, -0.07], [0.00, 0.05, -0.09], [0.02, 0.00, 0.06], [0.28, 0.22, 0.13], [0.13, -0.11, 0.02], [-0.07, 0.04, -0.10], [-0.08, -0.10, -0.05], [0.09, -0.02, 0.05], [-0.04, -0.36, -0.09], [0.00, -0.01, 0.03], [-0.10, -0.01, -0.05], [-0.06, 0.09, 0.00], [0.06, -0.01, -0.11], [0.05, -0.01, 0.02], [0.12, -0.06, 0.14], [-0.10, -0.02, -0.04], [-0.07, 0.07, 0.01], [-0.03, -0.02, -0.03], [0.06, -0.07, -0.06], [-0.01, -0.04, -0.04], [-0.01, 0.08, 0.02], [-0.02, 0.02, 0.10], [0.07, 0.03, 0.01], [0.03, 0.00, 0.06], [-0.03, 0.13, -0.25], [-0.09, -0.02, -0.04], [-0.04, -0.01, -0.08], [-0.03, -0.07, -0.03], [0.45, 0.07, 0.13], [0.00, -0.05, -0.02], [0.04, 0.08, 0.02], [-0.04, 0.07, -0.04], [0.07, -0.01, 0.04], [0.02, 0.02, 0.04], [0.12, -0.12, 0.07], [-0.05, 0.04, -0.08], [-0.10, -0.02, -0.01], [-0.13, 0.10, -0.02], [-0.31, 0.26, 0.07], [0.04, -0.01, -0.04], [0.09, -0.10, 0.19], [0.01, -0.07, 0.06], [-0.03, 0.20, 0.06], [0.09, 0.04, -0.22], [-0.27, 0.20, -0.24], [0.05, -0.10, 0.04], [-0.06, -0.09, 0.04], [-0.04, -0.02, 0.01], [-0.04, 0.00, -0.08], [-0.01, -0.06, -0.03], [-0.01, 0.05, 0.09], [0.12, 0.03, 0.06]],
  "mulliken_charge": [-0.29, 0.30, -0.46, -0.39, -0.23, 0.10, 0.57, -0.32, -0.12, -0.37, 0.23, 0.20, 0.57, 0.29, -0.16, 0.13, 0.51, 0.23, 0.34, -0.14, -0.08, -0.32, 0.31, 0.05, -0.07, -0.08, 0.27, -0.16, -0.47, -0.09, 0.05, 0.21, 0.39, 0.15, -0.11, -0.06, 0.30, -0.25, -0.41, -0.20, -0.13, 0.31, 0.41, -0.30, -0.20, -0.09, 0.30, 0.29, -0.45, -0.05, -0.08, 0.30, 0.30, -0.20, -0.15, -0.16, 0.30, 0.22, -0.08, -0.14, -0.16, 0.29, 0.11, -0.10, -0.15, -0.15, 0.24, 0.16, 0.42, -0.17, -0.16, -0.44, 0.33, -0.24, -0.09, -0.15, 0.31, 0.16, -0.28, -0.15, -0.12, 0.27, 0.29, 0.38, -0.05, -0.15, -0.35, 0.23, -0.38, -0.14, -0.12, 0.27, 0.34, 0.29, -0.16, -0.16, 0.21, -0.17],
  "homo_energy_ev": -11.90,
  "homo_lumo_gap_ev": 8.761,
  "total_charge": 1,
  "lumo_energy_ev": -3.14,
  "energy_ha": -16266.28801,
  "largest_force_ev_per_a": 2.32
}


{
  "formula": "C20H40CoF9N2O8",
  "method": "ωB97M-V with the def2-TZVPD basis set",
  "symbols": ["Co", "C", "O", "O", "C", "F", "F", "F", "C", "C", "H", "H", "H", "H", "H", "H", "C", "O", "O", "C", "F", "F", "F", "C", "C", "H", "H", "H", "H", "H", "H", "C", "O", "O", "C", "F", "F", "F", "C", "C", "H", "H", "H", "H", "H", "H", "C", "C", "C", "O", "C", "N", "H", "H", "H", "H", "H", "H", "H", "H", "H", "H", "H", "C", "C", "C", "O", "C", "N", "H", "H", "H", "H", "H", "H", "H", "H", "H", "H", "H"],
  "xyz": [[0.074, 0.204, 0.573], [-1.553, 3.057, 0.952], [-1.439, 3.156, -0.486], [-0.670, 2.044, 1.406], [-1.496, 4.471, 1.651], [-0.271, 5.019, 1.782], [-2.189, 5.376, 0.963], [-2.097, 4.372, 2.876], [-0.398, 3.853, -1.101], [-0.783, 4.250, -2.523], [-1.751, 4.747, -2.586], [-0.053, 4.860, -3.056], [-0.943, 3.371, -3.147], [0.471, 3.195, -1.083], [0.017, 4.731, -0.605], [-2.594, 2.760, 1.075], [1.667, 0.428, -2.521], [0.353, 0.569, -3.139], [1.323, 0.203, -1.149], [2.738, -0.566, -3.178], [3.566, -1.090, -2.271], [2.266, -1.649, -3.774], [3.515, 0.007, -4.082], [0.254, 0.688, -4.530], [-1.258, 0.758, -4.839], [-1.379, 0.888, -5.914], [-1.935, -0.048, -4.553], [-1.713, 1.666, -4.444], [0.616, -0.200, -5.049], [0.770, 1.534, -4.984], [2.156, 1.394, -2.648], [-0.437, -2.633, 2.770], [0.073, -3.771, 2.030], [-0.181, -1.570, 1.887], [-1.873, -2.936, 3.325], [-1.862, -3.623, 4.482], [-2.638, -1.893, 3.616], [-2.673, -3.525, 2.439], [0.817, -4.716, 2.742], [1.021, -5.927, 1.792], [1.537, -6.795, 2.201], [0.063, -6.382, 1.538], [1.568, -5.609, 0.905], [0.363, -5.114, 3.650], [1.813, -4.369, 3.017], [0.231, -2.344, 3.581], [-3.516, -0.337, 0.951], [-2.789, -1.068, -0.232], [-3.761, -1.463, -1.372], [-3.095, -2.039, -2.473], [-3.900, -2.344, -3.637], [-1.700, -0.180, -0.680], [-2.861, -0.123, 1.795], [-4.335, -0.992, 1.248], [-3.935, 0.608, 0.604], [-2.423, -2.000, 0.197], [-4.288, -0.608, -1.795], [-4.402, -2.252, -0.978], [-3.370, -2.995, -4.331], [-4.040, -1.413, -4.186], [-4.830, -2.851, -3.382], [-2.167, 0.658, -0.997], [-1.552, -0.662, -1.556], [2.720, 2.709, 1.170], [3.001, 1.246, 1.479], [3.967, 1.110, 2.650], [4.410, -0.234, 2.835], [5.418, -0.478, 3.822], [1.798, 0.525, 1.848], [2.371, 3.162, 2.098], [1.963, 2.822, 0.394], [3.614, 3.270, 0.896], [3.604, 0.838, 0.668], [3.541, 1.469, 3.587], [4.794, 1.776, 2.404], [6.307, 0.150, 3.773], [5.594, -1.542, 3.975], [5.138, -0.107, 4.808], [1.487, 0.895, 2.734], [2.148, -0.390, 2.092]],
  "atomic_forces_ev_per_a": [[-0.32, 0.16, -0.14], [2.15, -2.64, -0.56], [-1.46, 0.97, 0.48], [-1.00, 2.07, -0.24], [0.36, -1.09, -0.02], [-0.08, -0.48, 0.56], [-0.65, 0.25, -0.33], [0.73, 0.21, -0.52], [1.43, -0.01, -0.44], [-0.55, -0.71, -0.39], [0.02, 0.36, 0.44], [0.22, 0.08, 0.36], [0.23, -0.30, 0.09], [0.22, -0.31, -0.56], [-0.76, 0.34, 0.59], [-0.31, 0.01, 0.14], [-2.21, 0.31, 3.55], [1.39, -0.62, -0.36], [1.75, 0.02, -2.46], [-0.91, -1.01, 1.42], [0.46, 0.60, 1.09], [-1.56, -0.85, -0.90], [0.41, 1.40, -0.83], [-1.62, -1.02, -0.24], [0.01, 1.13, -0.74], [0.05, -0.17, -0.28], [0.70, -0.41, 0.33], [0.17, 0.11, 0.36], [0.36, -0.24, 0.06], [0.09, 0.44, 0.28], [0.28, 0.41, 0.01], [2.55, 2.43, -2.72], [-0.95, -0.27, 1.21], [-1.99, -0.34, 0.80], [-0.59, 0.88, -0.81], [0.62, -0.99, -0.07], [0.44, 2.30, 0.75], [0.30, -1.92, -0.89], [0.54, -1.80, -0.60], [-0.27, 0.07, 0.18], [0.51, 0.35, 0.54], [-0.23, 0.48, -0.40], [-0.25, -0.04, -0.12], [-0.45, 0.32, 0.23], [0.14, 0.53, 0.10], [-0.21, -0.99, 1.04], [-0.26, -0.84, -1.22], [-0.87, 0.85, 1.60], [0.08, -0.09, -0.04], [0.89, -1.01, -1.10], [0.77, 0.66, 0.85], [-0.72, -1.51, -0.56], [0.15, -0.28, -0.23], [-0.13, 0.17, 0.41], [-0.10, 0.11, -0.10], [0.62, 0.09, -0.22], [-0.57, 0.35, 0.54], [-0.68, 0.33, 0.24], [0.43, -0.10, 0.45], [-0.60, 0.12, -0.01], [-0.21, 0.24, 0.16], [0.16, 0.77, 0.18], [1.59, 0.30, -0.67], [0.00, 0.02, 0.61], [1.12, 0.43, 0.58], [1.01, 0.50, 0.32], [0.53, -0.40, -0.03], [-0.92, 1.23, 0.77], [0.03, -0.73, -0.85], [-0.40, 0.28, -0.05], [0.03, -0.14, 0.17], [0.16, -0.21, -0.19], [-0.90, -0.64, -0.46], [-0.31, 0.15, 0.23], [0.59, -0.02, 0.19], [0.57, -0.37, -1.27], [0.12, 0.15, -0.69], [-1.04, -0.12, 0.41], [-0.47, 0.35, 0.09], [-0.43, -0.68, -0.07]],
  "lowdin_spin": [2.79, 0.01, 0.00, 0.05, 0.00, 0.00, 0.00, 0.00, 0.00, 0.00, 0.00, 0.00, 0.00, 0.00, 0.00, 0.00, 0.01, 0.00, 0.05, 0.00, 0.00, 0.00, 0.00, 0.00, 0.00, 0.00, 0.00, 0.00, 0.00, 0.00, 0.00, 0.01, 0.00, 0.04, 0.00, 0.00, 0.00, 0.00, 0.00, 0.00, 0.00, 0.00, 0.00, 0.00, 0.00, 0.00, 0.00, 0.00, 0.00, 0.00, 0.00, 0.02, 0.00, 0.00, 0.00, 0.00, 0.00, 0.00, 0.00, 0.00, 0.00, 0.00, 0.00, 0.00, 0.00, 0.00, 0.00, 0.00, 0.02, 0.00, 0.00, 0.00, 0.00, 0.00, 0.00, 0.00, 0.00, 0.00, 0.00, 0.00],
  "homo_energy_ev": [-5.47, -5.30],
  "homo_lumo_gap_ev": [8.153, 7.982],
  "total_charge": -1,
  "lumo_energy_ev": [2.68, 2.68],
  "multiplicity": 4,
  "energy_ha": -3779.03224,
  "largest_force_ev_per_a": 4.45
}


Question: Which formula does entry 1 have?
Answer: C20H40Cl33N4O